Entry one
Here is 11 unconnected molecules or ions with the total composition C44H55F33O22 from the Open Molecules 2025 dataset. Energies are from ωB97M-V/def2-TZVPD.

Last column: Mulliken spin population.
Atoms and positions in Å:
1 C -6.162 1.981 4.868  0.00
2 C -4.674 1.845 5.152  0.00
3 O -4.174 2.104 3.847  0.00
4 C -2.913 1.840 3.557  0.00
5 O -2.122 1.309 4.314  0.00
6 C -2.519 2.179 2.126  0.01
7 F -3.606 2.623 1.454  0.00
8 F -1.523 3.080 2.005  0.00
9 F -2.150 1.070 1.416  0.02
10 H -6.858 2.045 5.705  0.00
11 H -6.502 1.178 4.213  0.00
12 H -6.285 2.927 4.342  0.00
13 H -4.399 0.893 5.605  0.00
14 H -4.477 2.585 5.927  0.00
15 C 3.439 -2.666 -1.830  0.00
16 C 3.066 -1.333 -2.460  -0.05
17 O 3.978 -1.298 -3.512  -0.01
18 C 3.858 -0.477 -4.640  0.01
19 O 3.119 0.530 -4.731  0.00
20 C 4.692 -0.890 -5.873  0.00
21 F 5.666 -0.002 -6.015  0.00
22 F 5.414 -2.001 -5.680  0.00
23 F 3.848 -1.084 -6.882  0.00
24 H 2.692 -3.090 -1.159  0.00
25 H 4.279 -2.659 -1.135  0.00
26 H 3.470 -3.511 -2.518  0.00
27 H 3.140 -0.487 -1.778  0.07
28 H 2.060 -1.429 -2.870  -0.01
29 C -0.981 -1.234 -2.243  0.01
30 C -0.806 0.223 -1.708  0.00
31 O 0.417 0.154 -0.992  -0.02
32 C 0.728 1.229 -0.185  0.70
33 O 0.201 2.327 -0.300  0.26
34 C 1.757 0.873 0.901  -0.02
35 F 1.189 0.870 2.069  0.01
36 F 2.191 -0.379 0.633  0.00
37 F 2.801 1.673 0.882  -0.01
38 H -1.267 -1.926 -1.450  0.00
39 H -0.101 -1.587 -2.780  -0.02
40 H -1.780 -1.489 -2.939  0.00
41 H -1.721 0.481 -1.174  0.02
42 H -0.907 0.916 -2.544  0.01
43 C 1.518 5.137 1.186  0.00
44 C 3.009 5.191 0.983  0.00
45 O 3.354 6.494 0.661  0.00
46 C 4.600 6.968 0.207  0.00
47 O 5.552 6.200 -0.093  0.00
48 C 4.651 8.584 0.140  0.00
49 F 5.149 9.069 -0.970  0.00
50 F 3.451 9.050 0.086  0.00
51 F 5.292 9.045 1.229  0.00
52 H 1.130 5.992 1.740  0.00
53 H 1.018 4.369 1.776  0.00
54 H 0.998 5.102 0.229  0.00
55 H 3.270 4.626 0.089  0.00
56 H 3.410 4.783 1.911  0.00
57 C -4.490 -2.569 -5.467  0.00
58 C -5.062 -3.807 -6.165  0.00
59 O -6.299 -3.609 -6.904  0.00
60 C -7.450 -3.588 -6.181  0.00
61 O -7.604 -4.066 -5.140  0.00
62 C -8.598 -2.979 -6.970  0.00
63 F -8.349 -2.624 -8.187  0.00
64 F -9.652 -3.775 -6.900  0.00
65 F -9.016 -1.892 -6.321  0.00
66 H -4.106 -1.851 -6.191  0.00
67 H -3.606 -2.769 -4.861  0.00
68 H -5.177 -2.137 -4.739  0.00
69 H -5.154 -4.579 -5.402  0.00
70 H -4.344 -4.207 -6.882  0.00
71 C -7.025 0.476 0.821  0.00
72 C -5.598 0.130 0.416  0.00
73 O -5.494 -0.947 -0.539  0.00
74 C -4.742 -2.070 -0.293  0.00
75 O -3.992 -2.203 0.612  0.00
76 C -4.879 -3.120 -1.409  0.00
77 F -5.000 -4.320 -0.851  0.00
78 F -6.053 -2.838 -2.121  0.00
79 F -3.807 -3.200 -2.205  0.00
80 H -6.976 1.071 1.733  0.00
81 H -7.702 -0.366 0.965  0.00
82 H -7.533 1.067 0.058  0.00
83 H -5.053 -0.032 1.346  0.00
84 H -5.089 1.020 0.045  0.00
85 C 1.494 0.583 5.366  0.00
86 C 2.173 1.132 6.699  0.00
87 O 2.060 0.159 7.760  0.00
88 C 2.474 0.447 8.947  0.00
89 O 3.196 1.431 9.364  0.00
90 C 2.004 -0.640 9.909  0.00
91 F 2.220 -1.822 9.389  0.00
92 F 2.591 -0.492 11.085  0.00
93 F 0.697 -0.555 10.094  0.00
94 H 0.517 0.176 5.624  0.00
95 H 2.077 -0.227 4.926  0.00
96 H 1.390 1.177 4.458  0.00
97 H 1.508 1.961 6.944  0.00
98 H 3.158 1.585 6.587  0.00
99 C 7.748 -1.980 7.142  0.00
100 C 6.933 -0.849 6.485  0.00
101 O 6.380 -1.084 5.177  0.00
102 C 5.523 -0.188 4.669  0.00
103 O 4.987 0.758 5.316  0.00
104 C 5.254 -0.538 3.192  0.00
105 F 4.913 0.544 2.510  0.00
106 F 6.337 -1.039 2.505  0.00
107 F 4.257 -1.472 3.147  0.00
108 H 8.378 -1.690 7.983  0.00
109 H 8.493 -2.326 6.426  0.00
110 H 7.137 -2.837 7.427  0.00
111 H 7.576 0.028 6.556  0.00
112 H 6.067 -0.783 7.143  0.00
113 C -0.606 5.126 -2.679  0.00
114 C 0.856 4.848 -2.808  0.02
115 O 1.469 6.177 -2.935  0.00
116 C 1.877 6.718 -4.116  0.00
117 O 1.944 6.163 -5.199  0.00
118 C 2.422 8.146 -3.953  0.00
119 F 1.444 8.985 -3.879  0.00
120 F 3.198 8.381 -2.845  0.00
121 F 3.125 8.554 -5.099  0.00
122 H -1.039 5.856 -3.362  0.00
123 H -0.735 5.484 -1.658  0.00
124 H -1.299 4.299 -2.835  0.00
125 H 1.102 4.241 -3.679  0.00
126 H 1.182 4.373 -1.882  -0.02
127 C 1.447 -3.000 -5.512  0.00
128 C 0.533 -4.052 -6.188  0.00
129 O -0.003 -4.928 -5.212  0.00
130 C -1.176 -5.677 -5.399  0.00
131 O -1.667 -5.819 -6.461  0.00
132 C -1.646 -6.243 -3.994  0.00
133 F -0.696 -6.078 -3.037  0.00
134 F -2.689 -5.713 -3.486  0.00
135 F -1.815 -7.557 -4.125  0.00
136 H 2.373 -3.429 -5.128  0.00
137 H 0.887 -2.538 -4.698  0.00
138 H 1.617 -2.089 -6.087  0.00
139 H 1.144 -4.640 -6.874  0.00
140 H -0.289 -3.589 -6.733  0.00
141 C 0.398 -2.311 2.936  -0.02
142 C -0.286 -2.432 1.566  0.02
143 O -0.251 -3.769 0.983  0.00
144 C -1.095 -4.682 1.449  0.00
145 O -1.888 -4.467 2.375  0.00
146 C -0.783 -6.004 0.744  0.00
147 F -0.067 -6.865 1.473  0.00
148 F -1.908 -6.603 0.408  0.00
149 F -0.082 -5.888 -0.427  0.00
150 H 1.412 -2.707 2.886  0.00
151 H -0.138 -2.934 3.652  0.00
152 H 0.526 -1.285 3.280  0.02
153 H 0.295 -1.762 0.932  0.03
154 H -1.263 -1.973 1.718  -0.01

spin multiplicity: 2
net charge: -1
⟨S²⟩: 0.753
lowest unoccupied orbital energy (alpha / beta): 1.9 / 1.9 eV
frontier orbital gap (alpha / beta): 2.848 / 7.819 eV

=====

Entry two
Here is 11 unconnected molecules or ions with the total composition C44H55F33O22 from the Open Molecules 2025 dataset. Energies are from ωB97M-V/def2-TZVPD.

Last column: Mulliken spin population.
Atoms and positions in Å:
1 C -5.526 3.916 0.847  0.01
2 C -6.447 4.870 1.584  0.00
3 O -6.866 4.056 2.619  0.00
4 C -8.113 4.136 3.139  0.00
5 O -9.053 4.827 2.721  0.00
6 C -8.375 3.211 4.347  0.00
7 F -7.531 2.140 4.193  0.00
8 F -8.059 3.868 5.521  0.00
9 F -9.619 2.728 4.410  0.00
10 H -4.948 3.357 1.583  0.00
11 H -4.753 4.417 0.264  0.00
12 H -6.003 3.131 0.260  0.00
13 H -7.150 5.295 0.868  0.00
14 H -6.039 5.789 2.006  0.00
15 C 0.696 -2.278 1.351  0.00
16 C 0.443 -0.979 0.612  -0.01
17 O -0.936 -0.616 0.556  0.00
18 C -1.394 0.467 -0.111  0.00
19 O -0.646 1.216 -0.779  0.00
20 C -2.911 0.691 -0.036  0.00
21 F -3.425 0.284 1.154  0.00
22 F -3.317 2.026 -0.353  0.00
23 F -3.326 -0.102 -0.970  0.00
24 H 1.751 -2.442 1.572  0.00
25 H 0.251 -3.174 0.917  0.00
26 H 0.091 -2.161 2.250  0.00
27 H 0.782 -1.005 -0.423  0.00
28 H 1.007 -0.275 1.223  0.00
29 C 0.929 4.112 -2.721  0.00
30 C 0.200 2.893 -3.288  0.00
31 O 0.081 3.029 -4.688  0.00
32 C -0.980 3.677 -5.239  0.00
33 O -2.084 3.816 -4.603  0.00
34 C -0.872 3.878 -6.750  0.00
35 F -0.253 2.886 -7.351  0.00
36 F -2.045 3.982 -7.330  0.00
37 F -0.236 5.013 -6.911  0.00
38 H 0.305 5.000 -2.821  0.00
39 H 1.902 4.223 -3.200  0.00
40 H 1.319 3.909 -1.723  0.00
41 H -0.819 2.807 -2.910  0.00
42 H 0.780 2.003 -3.046  0.00
43 C 5.677 1.396 7.100  0.00
44 C 5.008 0.510 6.053  0.00
45 O 3.956 1.305 5.361  0.00
46 C 4.028 1.607 4.020  0.00
47 O 4.987 1.266 3.289  0.00
48 C 2.903 2.484 3.403  0.00
49 F 2.098 2.939 4.382  0.00
50 F 3.407 3.531 2.768  0.00
51 F 2.288 1.729 2.468  0.00
52 H 6.012 2.343 6.677  0.00
53 H 6.615 1.076 7.555  0.00
54 H 4.980 1.704 7.880  0.00
55 H 4.575 -0.383 6.505  0.00
56 H 5.864 0.142 5.488  0.00
57 C 4.653 -1.547 -0.300  0.00
58 C 5.984 -0.763 -0.299  0.00
59 O 6.649 -1.006 0.907  0.00
60 C 7.845 -0.229 1.221  0.00
61 O 8.272 0.683 0.477  0.00
62 C 8.607 -0.546 2.576  0.00
63 F 9.978 -0.477 2.470  0.00
64 F 8.352 0.573 3.401  0.00
65 F 8.258 -1.747 3.110  0.00
66 H 4.042 -1.199 0.533  0.00
67 H 4.745 -2.633 -0.260  0.00
68 H 4.248 -1.109 -1.212  0.00
69 H 5.806 0.291 -0.513  0.00
70 H 6.696 -1.134 -1.036  0.00
71 C 4.231 -2.688 3.852  0.00
72 C 4.829 -3.750 2.972  0.00
73 O 5.975 -4.255 3.518  0.00
74 C 6.408 -5.419 3.048  0.00
75 O 6.009 -5.972 2.041  0.00
76 C 7.622 -6.019 3.800  0.00
77 F 7.721 -5.608 5.037  0.00
78 F 7.357 -7.286 4.009  0.00
79 F 8.728 -5.847 3.145  0.00
80 H 4.930 -1.920 4.184  0.00
81 H 3.777 -3.263 4.660  0.00
82 H 3.525 -2.136 3.232  0.00
83 H 5.055 -3.362 1.979  0.00
84 H 4.100 -4.554 2.876  0.00
85 C -3.290 -2.492 -3.202  0.00
86 C -2.927 -3.812 -2.555  0.00
87 O -3.321 -4.893 -3.321  0.00
88 C -2.790 -5.249 -4.546  0.00
89 O -1.676 -4.765 -4.929  0.00
90 C -3.624 -6.161 -5.499  0.00
91 F -4.703 -6.637 -4.863  0.00
92 F -4.080 -5.438 -6.488  0.00
93 F -2.794 -7.059 -6.070  0.00
94 H -3.083 -2.428 -4.270  0.00
95 H -2.851 -1.686 -2.615  0.00
96 H -4.364 -2.366 -3.065  0.00
97 H -3.406 -3.948 -1.585  0.00
98 H -1.838 -3.834 -2.528  0.00
99 C 2.841 -5.609 -5.663  0.00
100 C 3.044 -4.448 -4.691  0.00
101 O 2.133 -3.380 -4.878  0.00
102 C 1.703 -2.766 -3.803  0.00
103 O 2.144 -2.840 -2.659  0.00
104 C 0.613 -1.840 -4.128  0.00
105 F -0.049 -1.381 -3.021  0.00
106 F 1.117 -0.741 -4.689  0.00
107 F -0.203 -2.366 -4.940  0.00
108 H 1.929 -6.197 -5.564  0.00
109 H 3.690 -6.293 -5.679  0.00
110 H 2.762 -5.173 -6.659  0.00
111 H 4.019 -3.981 -4.829  0.00
112 H 2.907 -4.919 -3.717  0.00
113 C -6.934 -1.919 -6.652  0.00
114 C -7.267 -0.418 -6.736  0.00
115 O -6.358 0.281 -5.852  0.00
116 C -6.769 0.521 -4.556  0.00
117 O -7.767 -0.010 -4.048  0.00
118 C -5.780 1.347 -3.619  0.00
119 F -5.391 0.655 -2.563  0.00
120 F -4.693 1.591 -4.390  0.00
121 F -6.323 2.539 -3.236  0.00
122 H -6.902 -2.095 -5.577  0.00
123 H -5.983 -2.194 -7.107  0.00
124 H -7.687 -2.594 -7.057  0.00
125 H -8.306 -0.284 -6.437  0.00
126 H -7.068 -0.047 -7.741  0.00
127 C 1.627 -0.915 7.525  0.00
128 C 0.765 -1.928 6.675  0.00
129 O -0.272 -1.176 6.048  0.00
130 C 0.017 -0.551 4.867  0.00
131 O 1.078 -0.667 4.182  0.00
132 C -1.183 0.253 4.287  0.00
133 F -0.721 1.249 3.613  0.00
134 F -1.721 -0.525 3.332  0.00
135 F -2.091 0.614 5.143  0.00
136 H 1.941 -0.188 6.776  0.00
137 H 2.489 -1.357 8.025  0.00
138 H 1.032 -0.351 8.243  0.00
139 H 0.278 -2.665 7.314  0.00
140 H 1.324 -2.592 6.015  0.00
141 C -1.391 3.810 1.472  0.03
142 C -1.111 4.320 0.060  -0.01
143 O -0.948 5.728 0.041  -0.01
144 C -1.989 6.549 -0.348  0.82
145 O -3.161 6.135 -0.763  0.16
146 C -1.550 7.982 -0.513  0.00
147 F -1.411 8.346 -1.801  0.02
148 F -2.564 8.794 0.040  0.00
149 F -0.430 8.220 0.212  0.00
150 H -2.349 4.063 1.926  0.00
151 H -0.588 4.193 2.100  -0.01
152 H -1.346 2.730 1.328  -0.02
153 H -1.877 3.923 -0.606  0.00
154 H -0.132 3.989 -0.286  0.00

spin multiplicity: 2
net charge: -1
⟨S²⟩: 0.753
lowest unoccupied orbital energy (alpha / beta): 1.4 / 1.4 eV
frontier orbital gap (alpha / beta): 1.747 / 5.964 eV

=====

Name the least stable of them. entry two.

=====

Entry one
Here is 2 unconnected molecules or ions with the total composition C2H8NO from the Open Molecules 2025 dataset. Energies are from ωB97M-V/def2-TZVPD.

Last column: Mulliken spin population.
Atoms and positions in Å:
1 O 1.223 -0.927 2.124  0.00
2 H 1.111 -0.415 2.937  0.00
3 H 1.422 -1.823 2.440  0.00
4 H -2.328 0.020 -1.359  0.00
5 C -1.497 0.184 -0.672  -0.03
6 C -0.215 0.333 -1.436  0.78
7 N 0.948 0.442 -0.688  0.20
8 H -1.413 -0.677 -0.015  0.02
9 H -1.716 1.082 -0.087  0.04
10 H -0.251 0.855 -2.389  0.03
11 H 0.906 0.282 0.302  -0.03
12 H 1.808 0.644 -1.156  -0.01

spin multiplicity: 2
⟨S²⟩: 0.753
lowest unoccupied orbital energy (alpha / beta): 0.7 / 0.7 eV
frontier orbital gap (alpha / beta): 6.274 / 10.648 eV

=====

Entry two
Here is 2 unconnected molecules or ions with the total composition C2H8NO from the Open Molecules 2025 dataset. Energies are from ωB97M-V/def2-TZVPD.

Last column: Mulliken spin population.
Atoms and positions in Å:
1 N -1.357 -0.021 1.573  2.29
2 H -0.658 -0.806 1.451  -0.16
3 H -1.090 0.287 2.527  -0.66
4 H -2.302 -0.112 1.140  -0.63
5 H -1.053 0.793 0.969  0.08
6 C -0.256 0.628 -1.324  0.12
7 C 0.608 -0.338 -0.992  0.21
8 O 1.388 -0.215 0.133  -0.19
9 H -1.089 0.292 -1.942  -0.05
10 H -0.170 1.701 -1.241  -0.06
11 H 0.825 -1.253 -1.540  -0.01
12 H 2.303 -0.481 -0.027  0.05

spin multiplicity: 2
⟨S²⟩: 0.752
lowest unoccupied orbital energy (alpha / beta): 0.8 / 0.5 eV
frontier orbital gap (alpha / beta): 4.470 / 9.967 eV

=====

Name the least stable of them. entry two.

=====

Entry one
Here is a single C3H6N2O3 molecule from the Open Molecules 2025 dataset. Energies are from ωB97M-V/def2-TZVPD.

Last column: Löwdin charge in e.
Atoms and positions in Å:
1 N 0.228 0.416 0.191  -0.03
2 C 0.799 0.922 -0.993  -0.50
3 C -0.605 -0.686 0.354  -0.39
4 N 0.485 1.195 1.360  0.09
5 C -1.082 -1.504 -0.585  0.07
6 O 0.468 0.298 -2.143  0.10
7 O -0.952 -0.985 1.662  0.03
8 O 1.572 1.872 -1.078  0.07
9 H 0.950 0.833 -2.806  0.14
10 H -0.191 -0.688 2.183  0.09
11 H -0.354 1.253 1.934  0.10
12 H 1.285 0.820 1.861  0.10
13 H -0.880 -1.411 -1.642  0.05
14 H -1.721 -2.334 -0.299  0.07

SMILES: C=C(O)N(N)C(=O)O
lowest unoccupied orbital energy: 0.4 eV
frontier orbital gap: 9.025 eV

=====

Entry two
Here is 2 unconnected molecules or ions with the total composition C3H6N2O3 from the Open Molecules 2025 dataset. Energies are from ωB97M-V/def2-TZVPD.

Last column: Löwdin charge in e.
Atoms and positions in Å:
1 C 1.419 -1.415 -0.581  0.10
2 C -0.672 2.682 -0.404  -0.16
3 C 0.320 -1.096 0.164  -0.39
4 N 0.267 -1.260 1.518  0.10
5 N -0.871 -0.667 -0.477  -0.45
6 O -1.758 -0.434 0.257  0.10
7 O -0.843 -0.623 -1.629  0.11
8 O 0.063 1.957 0.168  0.00
9 H 1.245 -1.156 -1.583  0.04
10 H 2.301 -1.926 -0.136  0.09
11 H -0.858 3.739 -0.012  0.09
12 H -1.423 2.318 -1.268  0.12
13 H -0.352 -0.605 2.100  0.15
14 H 1.161 -1.515 1.882  0.09

SMILES: C=C(N)[N+](=O)[O-].C=O
lowest unoccupied orbital energy: 0.1 eV
frontier orbital gap: 8.698 eV

=====

Name the least stable of them. entry two.